61
Properties=species:S:1:pos:R:3 method="wB97M-V/def2-TZVPD" orbital_gap_ev=6.595 e_homo_ev=-12.420 total_charge=+2 lumo_ha=-0.2141
Bi 0.035 -0.708 0.378
C -0.113 -1.237 3.685
C 1.229 -1.884 3.303
C 2.264 -0.876 2.868
C 3.490 -0.790 3.510
C 4.410 0.162 3.098
C 4.079 1.012 2.054
C 2.842 0.870 1.457
N 1.952 -0.050 1.856
N -1.093 -1.154 2.576
C -2.052 -0.070 2.812
C -1.537 1.256 2.326
C -1.919 2.427 2.955
C -1.509 3.647 2.443
C -0.703 3.661 1.314
C -0.335 2.461 0.743
N -0.751 1.281 1.234
C -1.777 -2.441 2.373
C -2.677 -2.392 1.163
C -3.828 -3.151 1.081
C -4.604 -3.074 -0.069
C -4.214 -2.220 -1.087
C -3.059 -1.473 -0.926
N -2.299 -1.567 0.173
H -0.566 -1.797 4.509
H 0.077 -0.225 4.043
H 1.613 -2.413 4.173
H 1.089 -2.635 2.518
H 3.721 -1.464 4.323
H 5.373 0.236 3.585
H 4.768 1.769 1.707
H 2.550 1.489 0.620
H -2.976 -0.279 2.271
H -2.311 0.003 3.872
H -2.539 2.379 3.840
H -1.813 4.570 2.918
H -0.359 4.590 0.883
H 0.301 2.425 -0.127
H -1.018 -3.216 2.227
H -2.355 -2.722 3.259
H -4.116 -3.792 1.904
H -5.506 -3.663 -0.160
H -4.792 -2.128 -1.995
H -2.722 -0.783 -1.683
O 1.142 0.799 -1.128
C 0.443 0.371 -2.106
O -0.617 -0.280 -1.814
C 0.851 0.494 -3.508
C 0.710 -0.642 -4.302
C 1.151 -0.657 -5.623
C 1.680 0.514 -6.112
O 2.155 0.766 -7.348
C 2.481 2.158 -7.389
O 2.354 2.657 -6.057
C 1.803 1.660 -5.321
C 1.423 1.676 -4.008
H 0.269 -1.534 -3.879
H 1.080 -1.542 -6.238
H 1.780 2.678 -8.046
H 3.503 2.290 -7.738
H 1.542 2.555 -3.390